(1)
A cluster of 3 separate species, C14H25B3F6NO11P in total, computed with wB97M-V/def2-TZVPD.

Last column: Mulliken charge in e.
Positions of all 61 atoms, in Å:
C  -0.172  3.045  0.473  -0.996
C  -1.227  1.943  0.339  -0.505
N  -1.017  0.788  1.220  0.340
C  0.280  0.114  1.095  -0.974
C  0.712  -0.097  -0.355  -0.623
B  -0.212  -0.960  -1.261  0.669
O  -1.560  -1.195  -1.017  -0.580
B  -2.378  -0.843  -2.065  0.639
O  -1.802  -0.668  -3.312  -0.485
B  -0.570  -1.237  -3.531  0.457
P  -0.051  -1.687  -5.343  0.612
O  -0.343  -0.676  -6.367  -0.639
O  -0.786  -3.091  -5.619  -0.484
O  1.490  -2.070  -5.153  -0.426
O  0.260  -1.475  -2.475  -0.323
C  -1.389  0.973  2.556  0.666
C  -2.821  1.400  2.810  -1.328
O  -0.636  0.712  3.469  -0.604
H  -0.521  3.887  1.070  0.415
H  0.753  2.680  0.911  -0.135
H  0.089  3.441  -0.509  0.394
H  -2.209  2.347  0.570  0.707
H  -1.298  1.603  -0.695  -0.077
H  0.186  -0.852  1.591  0.510
H  1.055  0.661  1.637  0.459
H  1.695  -0.578  -0.352  0.464
H  0.874  0.858  -0.870  0.266
H  -3.542  -0.703  -1.902  -0.163
H  -1.080  -3.152  -6.538  0.327
H  1.866  -2.535  -5.910  0.304
H  -3.256  0.647  3.464  0.362
H  -2.846  2.352  3.338  0.315
H  -3.418  1.456  1.906  0.371
C  -1.955  -3.360  1.450  -0.556
C  -2.327  -4.823  1.451  -0.561
O  -2.344  -5.360  2.797  -0.331
C  -3.442  -5.133  3.496  0.348
O  -4.422  -4.544  3.150  -0.512
C  -3.323  -5.802  4.889  0.895
F  -2.127  -5.582  5.441  -0.244
F  -3.488  -7.127  4.764  -0.255
F  -4.258  -5.337  5.708  -0.237
H  -0.996  -3.211  1.949  0.323
H  -1.877  -2.990  0.428  0.074
H  -2.705  -2.763  1.966  0.353
H  -1.589  -5.429  0.931  0.353
H  -3.303  -4.991  0.997  0.379
C  5.325  5.749  -2.044  -1.098
C  4.927  4.304  -2.231  -0.232
O  4.800  3.627  -0.955  -0.308
C  3.659  3.803  -0.316  0.260
O  2.714  4.449  -0.664  -0.497
C  3.665  2.982  0.998  1.058
F  4.818  3.114  1.654  -0.267
F  3.489  1.681  0.709  -0.260
F  2.674  3.367  1.793  -0.252
H  6.248  5.819  -1.467  0.304
H  5.488  6.211  -3.017  0.372
H  4.546  6.305  -1.524  0.319
H  5.692  3.740  -2.758  0.323
H  3.986  4.210  -2.772  0.318

Values from the calculation:
gap between HOMO and LUMO = 9.5 eV
LUMO energy = 0.22 eV

(2)
An isolated molecule of C4H7N3 in a non-equilibrium geometry, computed with wB97M-V/def2-TZVPD.

Last column: Mulliken charge in e.
Positions of all 14 atoms, in Å:
C  -0.039  -1.590  -2.095  -0.741
C  0.216  -0.780  -0.994  0.127
C  -0.796  0.201  -0.758  -0.029
C  0.455  0.849  1.773  -0.028
H  0.756  -2.352  -2.370  0.219
H  -0.971  -1.672  -2.624  0.284
H  1.194  -0.656  -0.525  0.282
H  -1.717  -0.101  -1.227  0.285
H  -0.097  2.590  0.899  0.260
H  1.227  1.400  2.398  0.318
H  0.477  -0.543  2.992  0.258
N  -0.887  1.323  -0.159  -0.488
N  0.082  1.660  0.672  -0.177
N  0.098  -0.328  2.018  -0.570

Values from the calculation:
relative energy (zero: lowest compared OMol25 entry of this formula, charge and spin) = 65.5 kcal per mole
gap between HOMO and LUMO = 8.8 eV
LUMO energy = 0.53 eV

(3)
The ion C4H13N3 with charge +1 in a non-equilibrium geometry, computed with wB97M-V/def2-TZVPD.

Last column: Mulliken charge in e.
Positions of all 20 atoms, in Å:
C  -0.238  -0.622  0.117  -0.701
C  0.919  0.418  -0.132  -0.330
C  2.240  -0.398  -0.541  -0.800
N  3.412  0.349  -1.225  -0.557
N  -1.646  -0.403  -0.438  0.070
C  -2.788  -0.100  0.426  -0.423
N  -2.587  0.578  1.653  -0.514
H  -0.335  -0.917  1.150  0.390
H  0.010  -1.730  -0.200  0.352
H  1.196  0.947  0.736  0.279
H  0.830  1.127  -0.965  0.340
H  1.933  -1.331  -1.103  0.396
H  2.698  -0.933  0.318  0.353
H  3.674  1.207  -0.677  0.256
H  3.133  0.541  -2.166  0.244
H  -1.565  0.177  -1.239  0.348
H  -3.619  0.394  -0.204  0.407
H  -3.199  -1.113  0.736  0.317
H  -1.727  0.214  2.080  0.270
H  -2.341  1.593  1.671  0.305

Values from the calculation:
relative energy (zero: lowest compared OMol25 entry of this formula, charge and spin) = 49.4 kcal per mole
gap between HOMO and LUMO (spin up / spin down) = 9.8 / 4.7 eV
multiplicity = 2
LUMO energy (spin up / spin down) = -3.08 / -8.13 eV
net charge = +1

(4)
A cluster of 2 separate species, C2H3N4O in total in a non-equilibrium geometry, computed with wB97M-V/def2-TZVPD.

Last column: Mulliken charge in e.
Positions of all 10 atoms, in Å:
C  1.219  -0.989  0.393  -0.517
C  0.384  0.045  0.033  -0.135
N  0.444  -2.045  0.666  -0.197
N  -0.807  -1.759  0.621  -0.538
N  -0.884  -0.390  0.246  0.933
N  -1.895  0.283  -0.018  -0.668
O  -0.220  2.578  -0.797  -1.090
H  2.329  -1.102  0.445  0.351
H  0.387  1.025  -0.319  0.689
H  -0.956  2.354  -1.270  0.172

Values from the calculation:
relative energy (zero: lowest compared OMol25 entry of this formula, charge and spin) = 121.9 kcal per mole
gap between HOMO and LUMO (spin up / spin down) = 5.5 / 5.6 eV
LUMO energy (spin up / spin down) = 2.50 / 2.57 eV
net charge = -1

(5)
A structure of composition C28H29B2BeCl2F11K3N4O10S3 in a non-equilibrium geometry, computed with wB97M-V/def2-TZVPD.

Last column: Mulliken charge in e.
Positions of all 93 atoms, in Å:
C  6.455  4.190  3.794  -0.905
C  5.792  4.788  2.459  -0.861
C  4.492  3.915  2.224  0.675
C  4.687  2.615  1.552  -0.929
C  3.532  1.739  1.339  -0.286
C  2.152  2.123  1.773  -0.093
C  2.025  3.431  2.421  0.730
C  3.166  4.364  2.657  -0.931
S  0.395  4.022  2.999  -0.537
C  -0.755  2.879  2.192  0.170
C  -2.186  3.241  2.201  -0.162
C  -3.271  2.386  1.608  -0.134
N  -4.683  2.758  1.669  0.801
C  -5.164  2.354  2.998  0.515
C  -6.717  2.392  3.404  -1.184
O  -4.431  1.924  3.861  -0.494
C  -4.879  4.131  1.412  0.816
C  -5.319  5.188  2.481  -1.725
O  -4.679  4.466  0.247  -0.700
C  -2.848  1.138  0.952  -0.516
C  -1.339  0.757  0.942  -1.445
C  -0.255  1.630  1.576  -0.008
N  1.126  1.140  1.535  0.417
B  1.353  -0.133  2.310  0.670
N  1.262  -0.072  3.807  -0.473
O  1.593  -1.405  1.638  -0.548
H  7.375  4.748  4.108  0.336
H  6.752  3.128  3.532  0.276
H  5.677  4.113  4.608  0.282
H  6.513  4.569  1.631  0.301
H  5.539  5.877  2.566  0.359
H  5.715  2.309  1.251  0.385
H  3.696  0.745  0.854  0.319
H  2.967  5.334  3.166  0.328
H  -2.464  4.215  2.688  0.140
H  -6.850  1.497  4.074  0.345
H  -6.900  3.291  4.069  0.313
H  -7.358  2.361  2.492  0.358
H  -5.022  6.211  2.078  0.394
H  -4.729  5.035  3.427  0.518
H  -6.436  5.102  2.637  0.409
H  -3.622  0.480  0.465  0.467
H  -1.089  -0.248  0.405  1.017
H  0.674  -0.858  4.109  0.201
H  2.221  -0.176  4.159  0.233
H  2.491  -1.667  1.918  0.249
B  3.427  -0.594  -2.077  0.772
F  4.320  0.261  -2.828  -0.537
F  2.169  0.024  -1.982  -0.416
F  3.290  -1.871  -2.748  -0.402
F  3.959  -0.794  -0.783  -0.439
K  -5.168  8.061  2.824  1.028
K  -1.633  -1.651  1.461  0.946
Cl  6.939  -2.957  -1.176  -0.155
C  6.801  -3.718  -2.780  -0.457
C  5.461  -4.394  -2.978  -0.203
Cl  5.276  -5.836  -1.951  -0.201
H  7.625  -4.421  -2.893  0.403
H  6.928  -2.922  -3.517  0.177
H  5.365  -4.729  -4.013  0.338
H  4.634  -3.718  -2.761  0.095
F  -6.392  1.062  1.295  -0.680
K  4.631  -0.819  -4.329  0.993
C  -2.587  -1.872  -8.967  0.661
F  -2.720  -2.927  -9.783  -0.214
F  -3.538  -0.985  -9.318  -0.239
F  -2.908  -2.295  -7.727  -0.243
S  -0.910  -1.144  -9.033  0.977
O  -0.748  -0.728  -10.401  -0.624
O  -0.035  -2.210  -8.609  -0.631
N  -1.167  0.014  -7.974  -0.284
S  0.093  0.937  -7.707  0.955
O  0.481  1.814  -8.780  -0.634
O  1.187  0.328  -6.989  -0.602
C  -0.702  2.038  -6.480  0.655
F  -1.148  1.360  -5.401  -0.245
F  -1.774  2.676  -6.989  -0.243
F  0.132  2.987  -6.023  -0.226
O  6.395  -9.101  -0.613  -0.413
H  6.408  -8.253  -1.071  0.318
Be  -5.805  2.750  -0.754  0.641
C  -4.826  -5.711  3.187  -0.341
C  -5.120  -6.759  3.954  -0.334
C  -4.061  -7.665  4.456  0.327
O  -4.327  -8.620  5.151  -0.508
C  -2.663  -7.357  4.073  -0.363
C  -2.371  -6.308  3.307  -0.329
C  -3.430  -5.406  2.807  0.463
O  -3.163  -4.442  2.106  -0.525
H  -5.587  -5.039  2.811  0.415
H  -6.136  -6.997  4.243  0.410
H  -1.901  -8.029  4.449  0.417
H  -1.355  -6.069  3.017  0.402

Values from the calculation:
gap between HOMO and LUMO = 0.9 eV
LUMO energy = -8.04 eV
net charge = +1

(6)
The ion C3H9N4 with charge +1 in a non-equilibrium geometry, computed with wB97M-V/def2-TZVPD.

Last column: Mulliken charge in e.
Positions of all 16 atoms, in Å:
C  -0.161  -1.626  0.167  -0.373
C  -1.371  -0.769  0.594  -0.356
C  1.164  1.663  0.100  -0.538
N  0.666  -0.703  -0.584  -0.533
N  -0.604  1.152  -1.406  -0.528
N  -0.984  0.577  0.472  -0.462
N  0.203  0.648  -0.358  1.019
H  0.288  -1.935  1.140  0.294
H  -0.362  -2.554  -0.367  0.330
H  -2.305  -0.998  -0.034  0.290
H  -1.779  -0.901  1.644  0.322
H  1.704  2.301  -0.629  0.329
H  0.794  2.386  0.719  0.317
H  2.026  1.109  0.557  0.266
H  1.568  -0.717  -0.030  0.310
H  -0.846  0.365  -1.984  0.316

Values from the calculation:
relative energy (zero: lowest compared OMol25 entry of this formula, charge and spin) = 177.1 kcal per mole
gap between HOMO and LUMO (spin up / spin down) = 9.4 / 9.5 eV
LUMO energy (spin up / spin down) = -6.02 / -6.13 eV
net charge = +1

(7)
A cluster of 2 separate species, C2H6N2O in total in a non-equilibrium geometry, computed with wB97M-V/def2-TZVPD.

Last column: Mulliken charge in e.
Positions of all 11 atoms, in Å:
C  -1.503  0.871  -0.351  -0.479
C  -1.107  0.443  0.849  -0.368
N  3.264  -0.544  0.835  -0.654
N  2.873  0.269  0.000  0.722
O  2.412  0.086  -1.093  -0.549
H  -2.443  1.021  -0.687  0.304
H  2.887  1.331  0.261  0.222
H  -0.781  1.322  -1.014  0.184
H  -0.100  0.188  1.045  0.163
H  -1.758  0.129  1.739  0.196
H  3.638  -0.079  1.702  0.258

Values from the calculation:
relative energy (zero: lowest compared OMol25 entry of this formula, charge and spin) = 119.0 kcal per mole
gap between HOMO and LUMO = 10.7 eV
LUMO energy = 0.65 eV

(8)
A cluster of 2 separate species, C7H16O in total in a non-equilibrium geometry, computed with wB97M-V/def2-TZVPD.

Last column: Mulliken charge in e.
Positions of all 24 atoms, in Å:
C  1.293  -1.490  2.113  -1.057
C  0.715  -0.394  1.163  -0.269
C  0.712  -0.665  -0.369  -0.509
C  -0.540  -1.261  -1.069  -0.962
C  -1.808  -0.630  -0.562  -0.638
C  -1.838  0.871  -0.852  -0.139
C  -1.354  1.459  -1.936  -0.723
H  1.823  -2.291  1.550  0.272
H  1.842  -0.956  2.908  0.345
H  0.399  -1.984  2.523  0.254
H  1.308  0.524  1.262  0.240
H  -0.327  -0.158  1.362  0.241
H  1.523  -1.416  -0.519  0.398
H  1.017  0.260  -0.883  0.233
H  -0.343  -1.205  -2.138  0.386
H  -0.639  -2.346  -0.922  0.348
H  -2.687  -1.025  -1.054  0.412
H  -2.162  -0.658  0.486  0.369
H  -2.063  1.527  0.050  0.280
H  -0.653  0.877  -2.561  0.245
H  -1.249  2.548  -2.038  0.291
H  2.160  2.737  -0.118  0.311
H  0.961  2.919  0.793  0.319
O  1.910  2.758  0.812  -0.647

Values from the calculation:
relative energy (zero: lowest compared OMol25 entry of this formula, charge and spin) = 46.7 kcal per mole
gap between HOMO and LUMO = 10.4 eV
LUMO energy = 0.78 eV